Record 1
63
Properties=species:S:1:pos:R:3 method="wB97M-V/def2-TZVPD" e_tot_ev=-127188.6500 gap_ev="5.23 / 4.98" spin_multiplicity=3 homo_ev="-6.99 / -7.10" molar_mass_g_mol=840.87 s2=2.02
O -1.108 -1.315 -3.446
C 0.304 -5.257 4.813
H -0.498 -5.626 5.441
H -0.856 -3.656 3.971
C -1.229 3.427 2.866
C 1.527 -2.536 1.023
C 0.994 -2.540 2.311
C -5.658 0.961 -3.257
N -0.256 1.917 1.339
C 2.356 -4.411 3.258
S 5.754 6.296 -1.943
H 3.382 -6.054 4.187
C 1.343 -1.430 0.218
S 4.645 3.996 -0.432
H -5.537 2.064 -1.412
C 0.106 -4.151 3.999
H -3.085 -0.744 -4.649
C 1.154 -3.716 3.199
Mo 0.229 1.289 -0.693
H -0.029 -1.344 3.775
O -3.798 2.970 -0.096
S 2.994 5.304 -2.421
S -2.984 1.825 -0.395
C -0.359 0.979 2.293
O -0.391 0.966 -2.930
C 0.338 -1.399 2.760
C -0.682 3.143 1.624
S 2.516 2.029 0.314
N 0.656 -0.361 0.649
H -5.465 -0.186 -5.062
N 1.453 -5.924 4.878
C 2.454 -5.499 4.112
H -0.598 3.885 0.842
C -3.639 -0.125 -3.958
C 2.263 3.960 -1.561
O -2.915 0.800 0.614
H -1.030 0.536 4.293
N -1.354 2.504 3.811
C 3.035 -0.762 -3.488
C -2.995 0.349 -2.821
H 3.210 -4.096 2.672
O -1.602 2.278 -0.830
O -1.136 -0.394 -1.166
S 0.648 3.520 -1.884
C -5.021 1.439 -2.126
C 1.920 -1.267 -1.121
S -1.306 -0.156 -2.626
C -0.917 1.284 3.520
H -1.581 4.423 3.096
H 3.501 -0.555 -4.442
C 0.199 -0.320 1.908
H -6.700 1.204 -3.421
H 2.069 -3.397 0.660
C 3.039 3.353 -0.644
C -4.969 0.185 -4.175
H 2.171 1.211 -3.221
N 3.174 -1.990 -3.001
C 2.614 -2.236 -1.822
N 1.763 -0.038 -1.639
H 2.723 -3.244 -1.444
C 2.319 0.218 -2.817
C 4.528 5.276 -1.610
C -3.685 1.136 -1.893

Record 2
14
Properties=species:S:1:pos:R:3 method="wB97M-V/def2-TZVPD" e_tot_ev=-8367.3956 gap_ev=10.29 spin_multiplicity=1 homo_ev=-9.56 molar_mass_g_mol=88.11
H -1.593 1.600 -0.657
C 0.931 0.221 -0.315
C -0.506 -0.189 -0.581
H 1.181 1.144 -0.844
H -2.527 0.249 -0.010
H -0.546 -1.310 0.370
H -0.651 -1.493 -0.585
C 1.693 -0.162 0.871
H 1.227 -0.785 1.635
O -0.763 -0.739 -1.749
H -1.303 1.063 1.026
C -1.549 0.732 0.013
H 2.512 0.469 1.214
O 1.894 -0.801 -0.387

Record 3
24
Properties=species:S:1:pos:R:3 method="wB97M-V/def2-TZVPD" e_tot_ev=-196139.8005 gap_ev="6.06 / 5.00" spin_multiplicity=2 homo_ev="-1.14 / -1.13" molar_mass_g_mol=581.11 s2=0.76 charge=-2
Se 0.109 -1.615 -1.371
F 1.480 2.271 -1.222
S 3.986 -2.019 -0.377
S 3.648 -0.502 2.648
As 2.770 2.915 -0.216
F 4.062 3.564 0.797
H -4.778 -2.493 -1.547
H -1.219 -0.045 0.850
C -4.338 -1.102 0.023
H -2.406 -2.770 -2.206
C -2.686 -2.107 -1.399
S 4.803 -1.832 1.419
C -4.002 -1.953 -1.019
C -3.331 -0.423 0.693
F 3.727 1.493 -0.530
S 1.719 -0.924 2.448
H -3.592 0.238 1.509
F 3.493 3.700 -1.624
C -2.010 -0.571 0.318
C -1.673 -1.407 -0.744
F 1.820 4.389 0.056
F 2.012 2.214 1.194
Ag 1.781 -0.054 -0.011
H -5.376 -0.968 0.310

Record 4
137
Properties=species:S:1:pos:R:3 method="wB97M-V/def2-TZVPD" e_tot_ev=-189844.5430 gap_ev=10.00 spin_multiplicity=1 homo_ev=-9.90 smiles="O=S1(=O)OCCO1.O=S1(=O)OCCO1.O=S1(=O)OCCO1.O=S1(=O)OCCO1.O=S1(=O)OCCO1.O=S1(=O)OCCO1.O=S1(=O)OCCO1.O=C1CCCO1.O=C1CCCO1.O=C1CCCO1.O=C1CCCO1.O=C1CCCO1" molar_mass_g_mol=1299.27
O 3.762 -2.698 -3.611
O 0.367 -5.074 -0.141
H 0.589 3.602 4.781
H 1.113 0.394 -0.546
O -0.115 0.038 8.448
O -2.688 6.236 -1.715
C -0.698 -3.982 3.560
H 3.418 3.164 5.000
H 4.767 5.061 -0.525
H -6.786 -1.086 -0.649
C -0.973 1.165 8.315
O -2.989 -4.495 3.957
O 0.038 0.650 1.152
O 1.345 5.158 3.641
S 0.938 0.162 2.389
H -2.143 -3.492 -5.788
O -2.380 4.405 -0.108
C 4.256 4.336 -1.162
O 2.692 -4.419 -0.269
H -0.753 -4.035 -3.456
H -0.048 -4.481 4.275
H -3.448 1.116 -4.343
O 3.240 6.001 2.318
O 1.953 0.604 7.243
H 2.455 -0.640 -1.557
O 0.741 2.918 -4.950
H -2.397 0.628 -2.180
H -0.378 2.074 8.439
H -1.696 2.144 6.515
O 5.229 2.212 -1.011
H 4.437 0.438 -3.429
O 2.603 2.513 -3.629
C 2.622 -2.247 -3.052
C 1.516 3.892 4.298
H -0.955 -2.296 4.981
O 1.029 4.393 -3.036
H 2.884 1.471 -5.395
H -3.501 -2.524 -5.712
C -1.484 -3.295 -3.120
C -1.151 -1.914 -3.629
H -2.188 0.398 6.633
H -0.961 2.935 -0.399
H -1.582 -3.435 -2.046
H 4.775 -0.353 -1.901
C 4.253 -0.462 -2.850
H 3.710 4.882 -1.925
O 2.158 -6.783 0.202
C -6.117 -1.762 -0.120
C 3.358 3.443 -0.299
H 2.814 -7.432 -2.950
H 1.772 2.951 -6.737
O -0.540 -1.058 -3.062
C 4.159 2.155 -0.072
O 0.280 2.171 -2.606
O 2.093 0.993 2.393
H -6.531 -1.676 2.028
H -1.722 -5.919 3.180
H 1.988 4.393 -5.678
O 0.756 -1.468 6.709
C 2.769 -0.819 -2.573
O -1.825 -1.673 -4.784
H -3.960 -0.482 -4.279
H -6.645 -2.722 -0.092
C -3.422 0.266 -2.313
O 2.466 7.277 4.228
H 3.954 2.882 -5.160
O 1.669 -2.954 -2.935
C -5.316 1.575 -2.119
C 1.879 3.311 -5.720
C 0.283 -0.110 -0.041
H 4.542 2.094 0.948
S -3.691 -2.197 0.345
H 1.314 -2.092 -0.103
S 0.739 -0.105 7.095
H -2.157 -4.573 2.081
H -1.467 -1.905 3.434
H -5.911 1.491 -4.165
H 5.064 -1.461 -4.636
O -2.744 -1.146 0.376
C -2.643 -2.797 -5.094
O -5.940 2.489 -1.666
H -1.380 3.238 1.257
H -0.263 -2.122 0.553
H -1.806 1.135 9.008
C -4.009 0.441 -3.697
H 2.415 3.329 -0.829
H 1.373 -7.974 -2.123
S -2.141 5.934 -0.456
O -0.249 0.691 6.156
O -4.239 1.060 -1.442
H -0.581 0.032 -0.679
O -4.636 -2.133 1.597
S 1.078 3.019 -3.404
H -6.079 -0.027 -3.176
H 2.595 4.119 6.240
H 1.712 3.147 3.528
H 5.706 -2.083 -3.218
C -1.179 3.735 0.307
C -5.454 0.829 -3.438
O -3.703 -2.612 4.918
O 1.745 -5.947 -1.953
H 2.143 -0.249 -3.267
C -1.416 -2.764 4.111
S 1.702 -5.421 -0.450
O -3.223 -3.523 0.133
H 3.616 1.218 -0.211
H 2.938 -8.532 -0.340
C 2.952 2.487 -5.002
C 2.945 -7.531 -0.758
C 4.762 -1.694 -3.609
O -4.857 -1.964 -0.746
O -2.479 6.728 0.664
C 5.293 3.372 -1.703
C -1.436 1.151 6.862
C -2.822 -3.236 4.402
H -0.036 5.378 1.310
H -3.238 -0.765 -2.014
O 0.047 0.186 3.494
H -3.157 -4.563 -3.883
H -3.566 -3.027 -3.114
O 1.098 -1.299 1.827
O 6.127 3.549 -2.542
H -0.106 -3.828 2.655
C -0.115 4.833 0.373
C -5.808 -1.319 1.307
O 3.524 5.066 4.556
C 2.760 4.013 5.171
H 3.969 -7.153 -0.777
C -2.861 -3.522 -3.791
H 0.785 4.348 0.011
O -0.553 5.819 -0.576
H 3.154 3.872 0.681
S 2.672 6.022 3.619
C 2.217 -7.279 -2.056
C -1.883 -4.848 3.099
C 0.622 -1.486 0.481
H -5.520 -0.269 1.308

Record 5
18
Properties=species:S:1:pos:R:3 method="wB97M-V/def2-TZVPD" e_tot_ev=-12980.5442 gap_ev=8.87 spin_multiplicity=1 homo_ev=-8.71 smiles="O=c1cc[nH]c2ccccc12" molar_mass_g_mol=145.16
H 3.622 0.322 0.099
C -0.239 -0.779 -0.145
C -1.612 -1.038 0.027
C 1.659 1.127 -0.247
C 2.574 0.060 -0.094
H 2.946 -2.047 0.345
H -2.220 -2.125 0.405
O 1.847 2.425 0.119
H -3.478 -0.489 -0.219
C 0.058 0.559 -0.217
H 0.520 -2.669 0.114
N 0.834 -1.771 -0.062
C -0.787 1.618 -0.074
C 2.108 -1.187 -0.043
H -2.925 2.082 0.122
H -0.367 2.578 -0.051
C -2.097 1.356 0.013
C -2.443 -0.022 -0.091

Record 6
72
Properties=species:S:1:pos:R:3 method="wB97M-V/def2-TZVPD" e_tot_ev=-127065.9654 gap_ev=7.17 spin_multiplicity=1 homo_ev=-9.11 molar_mass_g_mol=607.65 charge=+1
N -4.067 0.334 -4.428
H -6.510 0.804 -5.891
H -2.280 0.711 0.072
C 5.307 -0.713 6.648
C 3.541 -0.963 5.025
C -1.664 1.237 0.804
C 0.957 -2.379 -1.174
Se -1.776 -0.074 -2.692
H 2.224 4.757 2.636
C -1.913 -0.932 1.926
H 1.285 -3.627 0.564
C -1.589 -1.934 0.811
H -4.413 0.291 -9.601
O 0.243 0.789 -0.512
C 4.593 -0.228 5.560
C 3.901 -2.664 6.691
C 3.130 1.505 2.317
H 1.505 -3.066 -1.823
C -2.755 0.067 -4.279
H 5.508 -2.305 8.070
C -5.595 0.603 -6.430
H 1.350 1.791 -1.965
H -2.242 -2.807 0.874
H 6.133 -0.142 7.051
H -1.718 -1.470 -0.173
N -2.240 -0.071 -5.518
H -2.983 -0.720 1.949
C 2.368 3.715 2.889
C -5.024 0.542 -3.357
H 1.568 3.923 4.868
O -1.162 0.311 1.790
C 2.007 3.245 4.147
H 0.120 -1.950 -1.731
H 3.081 -0.158 -1.934
H -5.503 1.512 -3.480
O -0.219 -2.347 1.011
C 0.451 -3.173 0.031
H 4.864 0.725 5.122
H -0.227 -3.960 -0.306
C 2.780 -0.487 3.824
C -4.389 0.309 -8.521
N 2.132 -1.201 3.024
H 2.386 -2.746 5.158
H -1.614 -1.352 2.886
C 1.494 1.085 -1.143
H -0.852 2.549 -0.701
C -3.190 0.073 -7.869
O 1.840 -1.311 -0.744
H 2.186 1.526 -0.416
C 2.759 1.021 3.574
H 3.280 3.212 1.014
H 1.943 1.564 5.479
C -4.392 0.367 -5.783
H -6.483 0.748 -8.363
C 2.946 2.842 1.977
H -5.777 -0.245 -3.376
C -3.221 0.108 -6.484
H 3.627 0.827 1.625
C 3.201 -2.186 5.597
C 4.958 -1.929 7.217
C 2.214 1.917 4.491
H -4.483 0.513 -2.416
C 2.020 -0.244 -1.703
H -2.261 2.003 1.302
H 0.150 2.431 0.777
C -0.488 1.876 0.078
H 3.629 -3.612 7.137
H -1.267 -0.275 -5.665
Ca 0.998 -0.512 1.305
H 1.468 -0.488 -2.610
H -2.280 -0.128 -8.417
C -5.569 0.569 -7.814

Record 7
61
Properties=species:S:1:pos:R:3 method="wB97M-V/def2-TZVPD" e_tot_ev=-162179.3235 gap_ev=8.79 spin_multiplicity=1 homo_ev=-14.46 molar_mass_g_mol=561.33 charge=+2
C -0.045 -2.097 -2.944
C -3.038 2.251 0.539
C 1.626 1.790 -1.854
H -4.019 2.331 0.069
N 2.922 1.753 2.436
H 2.780 0.130 -4.184
C -4.128 -0.818 -0.402
C -2.569 -3.081 -0.711
H -3.235 1.680 -2.513
H -0.273 -1.232 -3.568
H -5.800 -2.156 -0.372
C 2.040 2.582 1.913
C 1.513 -0.788 3.951
H -3.144 1.921 1.574
Al 0.560 0.832 0.048
O 2.936 -1.293 -1.829
C 1.594 -0.282 2.661
H 1.747 4.629 1.424
H 0.318 -4.163 -0.945
C 3.112 0.675 -3.302
H 1.691 2.257 -3.936
H -4.402 -4.180 -0.600
H 3.053 2.854 -2.995
H 2.899 0.164 1.050
C -0.730 -1.450 3.490
H 4.192 0.793 -3.385
C 2.063 4.022 2.272
N 2.041 0.696 -1.204
H 2.362 -0.730 4.614
H -1.410 -0.870 1.534
C -2.748 -0.692 -0.524
O 0.657 2.400 -1.377
H 3.735 -0.155 2.599
N 0.547 -0.308 1.824
C 2.759 -0.126 -2.063
C -0.585 -0.874 2.242
H -2.566 3.236 0.529
C 2.373 2.008 -3.123
H -1.662 1.009 -3.001
H 0.397 -3.485 0.703
H 0.256 -1.804 5.367
As -0.036 -1.643 -1.033
C 2.874 0.327 2.138
As -1.880 1.056 -0.471
H -1.961 -3.972 -0.818
C -4.726 -2.067 -0.448
H 1.347 4.210 3.075
H 3.657 2.100 3.039
H 3.042 4.346 2.611
C -1.958 -1.834 -0.701
H 0.942 -2.476 -3.210
O 1.166 2.115 1.130
C -3.944 -3.202 -0.589
H -1.760 2.684 -2.406
C 0.337 -1.390 4.375
H -4.744 0.066 -0.278
C -2.163 1.676 -2.296
H -1.658 -1.927 3.767
C 0.677 -3.330 -0.340
H -0.792 -2.871 -3.132
H 1.764 -3.295 -0.421

Record 8
47
Properties=species:S:1:pos:R:3 method="wB97M-V/def2-TZVPD" e_tot_ev=-46549.3597 gap_ev="6.32 / 4.73" spin_multiplicity=5 homo_ev="-23.02 / -23.21" molar_mass_g_mol=620.17 s2=6.08 charge=+4
H -4.279 -2.410 -1.207
H -3.828 -1.915 -2.778
H -2.447 -4.274 -1.242
B -2.185 2.184 -0.289
C 1.253 0.997 3.703
H 3.788 1.875 -2.844
O 0.888 -2.713 -1.021
N 0.172 0.144 1.772
C 1.350 2.378 -1.299
C -3.783 -1.578 -1.728
C -2.417 -1.368 -1.278
H 1.250 4.478 -0.963
H -0.706 -4.387 -1.653
C 1.116 0.905 2.323
F 3.094 -3.134 -0.300
C -1.381 -2.421 -1.285
C -0.593 -0.495 3.925
N 1.969 0.142 -0.919
B 2.190 -2.215 -0.319
O 2.652 -0.947 -1.101
O -0.915 2.651 -1.054
H 2.035 1.621 4.123
O -2.672 0.904 -1.041
N -1.978 -0.179 -0.867
H 4.240 2.401 -1.271
N 0.162 1.943 -0.874
H 0.781 4.003 -2.511
C 0.394 0.288 4.527
H -4.388 -0.673 -1.626
H -1.440 -1.156 2.058
H 1.797 1.460 1.689
C -1.608 -3.778 -1.752
F 1.726 -1.699 0.890
Os 0.028 -0.029 -0.362
C 1.534 3.747 -1.742
N -0.187 -2.001 -0.870
H 4.370 0.657 -1.686
H 0.490 0.343 5.609
C 3.758 1.557 -1.786
C -1.516 -1.233 4.723
F -3.105 3.089 -0.266
N -2.247 -1.810 5.377
H 2.537 3.982 -2.092
F -1.690 1.693 0.912
H -1.937 -3.812 -2.804
C -0.671 -0.548 2.526
C 2.397 1.335 -1.328

Record 9
42
Properties=species:S:1:pos:R:3 method="wB97M-V/def2-TZVPD" e_tot_ev=-28614.0982 gap_ev=8.64 spin_multiplicity=1 homo_ev=-11.68 molar_mass_g_mol=354.89 charge=+1
H 0.190 -0.532 3.292
H -1.283 1.054 4.055
H 4.010 0.396 -0.765
H -1.638 -2.426 -2.890
O 0.133 -0.562 -2.454
H -2.996 0.771 -1.693
H -3.155 -1.746 -0.431
H 1.411 0.807 5.029
H 2.910 2.391 -0.863
C 0.683 1.977 3.724
H 0.639 3.058 3.579
O -0.496 -2.999 -1.324
O 1.653 1.269 0.533
C -2.712 1.093 -0.681
H -0.096 0.172 -3.026
C -0.635 -2.846 -2.757
C 2.276 1.509 -0.727
O 2.347 -0.913 -0.750
H -3.309 1.999 -0.557
O 1.089 1.719 5.061
O -0.343 -0.031 2.659
H 2.988 0.252 -2.283
O -1.328 1.387 -0.428
H 0.289 -1.525 -4.276
H 1.387 -2.056 -3.085
H -0.575 -3.759 -3.343
C 3.015 0.266 -1.192
H 1.386 2.165 0.787
H 2.936 -1.670 -0.644
C 0.341 -1.752 -3.206
O -2.433 -1.252 -0.022
C -3.092 -0.052 0.282
F 1.304 -2.600 1.483
H -1.077 2.230 -0.821
H -0.086 -3.872 -1.252
C -0.572 1.265 3.247
Sr 0.083 -0.854 0.100
H -1.106 1.908 2.545
H -2.880 0.371 1.270
H 1.477 1.781 -1.442
H 1.453 1.686 2.990
H -4.187 -0.078 0.275

Record 10
11
Properties=species:S:1:pos:R:3 method="wB97M-V/def2-TZVPD" e_tot_ev=-53225.5785 gap_ev="2.58 / 6.53" spin_multiplicity=5 homo_ev="-4.99 / -8.99" molar_mass_g_mol=197.90 s2=6.01
Li -1.898 -2.126 0.524
C -1.809 1.499 -0.542
C 0.040 -0.971 0.191
O -1.323 1.456 -1.619
Co 3.330 0.803 0.182
O -2.504 2.047 0.241
O 2.403 -0.859 -0.237
O 1.462 0.909 0.668
O -1.016 -0.306 0.529
C 1.362 -0.267 0.193
O -0.047 -2.185 -0.129

Record 11
7
Properties=species:S:1:pos:R:3 method="wB97M-V/def2-TZVPD" e_tot_ev=-18296.2504 gap_ev=11.71 spin_multiplicity=1 homo_ev=-11.24 smiles="N=P(O)(F)F" molar_mass_g_mol=100.99
O 0.241 -1.502 -0.208
F -0.943 0.392 -1.218
P 0.050 0.107 0.023
H -0.587 -1.838 -0.008
N 1.302 0.918 0.221
H 1.118 1.867 0.105
F -1.182 0.056 1.084